(1)
ORCA calculation (the ωB97M-V functional and the def2-TZVPD basis) on one molecule with the formula C4H8N2Si at a distorted geometry.

The geometry in XYZ format:
```
15
Properties=species:S:1:pos:R:3:nbo_charge:R:1
Si 1.08803 -1.19009 1.17794 1.0819
N -1.29825 1.04700 -1.00607 -0.5127
N -0.21638 -0.31429 0.40976 -0.7931
C -2.04663 1.01877 0.11471 -0.0742
C -0.20015 0.29516 -0.78659 0.4115
C 0.94247 0.31431 -1.66788 -0.6748
C -1.60658 0.30914 1.11718 -0.1202
H 0.94528 -1.71615 2.56485 -0.1504
H 1.26159 -2.37098 0.20003 -0.1703
H 1.67654 -0.48290 -1.40983 0.2244
H 1.41048 1.28313 -1.52654 0.2456
H 0.58019 0.41342 -2.73707 0.2595
H 2.22581 -0.33145 1.21185 -0.1903
H -1.79352 0.03165 2.22146 0.2423
H -2.96888 1.69329 0.11618 0.2207
```

Results
Charge: 0
SMILES: Cc1nccn1[SiH3]
Gap between HOMO and LUMO (Ha): 0.351
Electronic energy (Ha): -556.16907
Highest occupied orbital energy (eV): -8.8
Largest force on an atom (eV/Å): 5.96
Relative energy (zero: lowest compared OMol25 entry of this formula, charge and spin) (eV): 0.617

(2)
ORCA calculation (the ωB97M-V functional and the def2-TZVPD basis) on one molecule with the formula C8H9N3 at a distorted geometry.

The geometry in XYZ format:
```
20
Properties=species:S:1:pos:R:3:nbo_charge:R:1
N -0.97571 -0.18916 2.88134 -0.6156
N -1.54694 1.20669 1.22538 -0.4615
N -1.42948 -0.18931 1.54720 -0.1513
C 0.35597 0.92057 -0.41838 -0.1114
C -0.66717 -0.98027 0.74136 0.0310
C 2.31732 0.40271 -1.72146 -0.1941
C 0.15629 -0.48953 -0.19517 -0.1513
C -0.41111 1.79350 0.31808 -0.0280
C 2.12846 -0.98753 -1.43400 -0.2584
C 1.42042 1.35332 -1.25514 -0.1932
C 1.08886 -1.38099 -0.75458 -0.1369
H -0.13036 2.84435 0.59216 0.2116
H 1.44932 2.39880 -1.37231 0.2139
H -1.37260 -0.94345 3.36519 0.3419
H 3.26716 0.61279 -2.18125 0.2119
H -0.79360 -2.03103 0.94763 0.1999
H 2.64093 -1.71702 -2.01384 0.2123
H -2.40208 1.44517 0.84386 0.3597
H -0.00173 -0.53187 2.90611 0.3210
H 0.92309 -2.39184 -0.53987 0.1985
```

Results
Charge: 0
SMILES: NN1C=c2ccccc2=CN1
Gap between HOMO and LUMO (Ha): 0.255
Electronic energy (Ha): -474.35133
Highest occupied orbital energy (eV): -7.1
Largest force on an atom (eV/Å): 4.79
Relative energy (zero: lowest compared OMol25 entry of this formula, charge and spin) (eV): 4.452

(3)
ORCA calculation (the ωB97M-V functional and the def2-TZVPD basis) on C3H4NiO3 as an isolated structure at a distorted geometry.

The geometry in XYZ format:
```
11
Properties=species:S:1:pos:R:3:nbo_charge:R:1
Ni -0.62699 -0.92189 0.69314 1.3374
O 1.01939 0.62103 2.13205 -0.7302
O -0.92408 -1.25092 -1.06716 -0.6981
O 0.11728 0.87267 0.13212 -0.6857
C 0.21941 0.85239 -1.21043 0.1408
C 1.12412 1.49235 1.17695 0.5922
C -0.60283 -0.19269 -1.89362 -0.1766
H -1.51258 0.31147 -2.29390 0.2217
H 0.98612 1.04198 3.00701 0.5578
H 0.71201 1.71496 -1.66436 0.2107
H -0.02872 -0.50866 -2.78906 0.2300
```

Results
Charge: +1
Gap between HOMO and LUMO (alpha / beta) (Ha): 0.230 / 0.307
Electronic energy (Ha): -1850.23505
Highest occupied orbital energy (alpha / beta) (eV): -11.9 / -15.0
Largest force on an atom (eV/Å): 3.39
Relative energy (zero: lowest compared OMol25 entry of this formula, charge and spin) (eV): 2.278
2S+1: 4